Record 1
Below is 7 unconnected molecules or ions with the total composition C28H37N7, with properties calculated with wB97M-V/def2-TZVPD.

**ΔE to the lowest compared entry with this formula, charge and spin**: 122.5 kJ/mol
**LUMO energy**: 0.693 eV
**Structure (SMILES)**: c1cc[nH]c1.c1cc[nH]c1.c1cc[nH]c1.c1cc[nH]c1.c1cc[nH]c1.c1cc[nH]c1.CCCC#N
**E_HOMO**: -0.27878 Eh
**HOMO-LUMO gap**: 8.279 eV
**Energy**: -1472.33061 Ha
**Net charge**: 0

Positions of all 72 atoms, in Å:
C (-6.1964, 5.3961, -0.5329)
C (-4.8577, 6.0014, -1.0840)
C (-4.2720, 5.3255, -2.2995)
C (-3.7483, 3.9789, -2.0082)
N (-3.2758, 2.9470, -1.7413)
H (-6.0689, 4.3144, -0.5770)
H (-7.0424, 5.5429, -1.2043)
H (-6.4496, 5.7621, 0.4621)
H (-4.0154, 5.9932, -0.3922)
H (-5.0904, 7.0410, -1.3150)
H (-3.4216, 5.9151, -2.6420)
H (-4.9768, 5.2160, -3.1238)
N (2.4732, 2.3254, -1.9382)
C (3.6117, 2.3113, -2.6523)
C (4.4041, 3.3903, -2.2678)
C (3.6102, 4.1597, -1.4355)
C (2.4753, 3.4654, -1.1937)
H (1.9570, 1.4683, -1.8001)
H (3.8957, 1.4744, -3.2731)
H (5.4046, 3.5527, -2.6404)
H (3.8238, 5.1169, -0.9831)
H (1.6002, 3.6632, -0.5925)
N (-0.4405, -1.7988, 1.6392)
C (-1.1794, -1.9883, 2.7873)
C (-1.5602, -3.3464, 2.8275)
C (-1.0785, -3.9884, 1.6442)
C (-0.3577, -2.9910, 0.9419)
H (0.0042, -0.9307, 1.3772)
H (-1.3425, -1.1539, 3.4533)
H (-2.1451, -3.8202, 3.6019)
H (-1.3493, -4.9758, 1.3007)
H (0.0043, -2.9626, -0.0753)
N (3.5761, -2.4639, 0.1517)
C (3.1670, -3.1473, -0.9888)
C (3.8224, -2.4685, -2.0608)
C (4.6549, -1.4928, -1.5021)
C (4.4161, -1.4160, -0.1284)
H (3.2695, -2.7246, 1.0781)
H (2.5198, -4.0075, -0.9018)
H (3.8463, -2.7812, -3.0943)
H (5.4235, -0.9396, -2.0213)
H (4.8044, -0.8644, 0.7150)
N (1.3747, -0.4140, -0.5197)
C (1.5259, 0.2619, 0.6780)
C (0.5208, 1.1593, 0.8379)
C (-0.2364, 1.1323, -0.3685)
C (0.3367, 0.1389, -1.2266)
H (1.9672, -1.1748, -0.8201)
H (2.3704, 0.0132, 1.3036)
H (0.4908, 1.8210, 1.6909)
H (-1.0407, 1.7624, -0.7183)
H (-0.0287, -0.3304, -2.1281)
N (1.9634, -2.9057, 3.4172)
C (2.4182, -4.1990, 3.1119)
C (3.7863, -4.1749, 2.8663)
C (4.2840, -2.9558, 3.2139)
C (3.1236, -2.1250, 3.3848)
H (1.0468, -2.5955, 3.7067)
H (1.7650, -5.0502, 2.9882)
H (4.4758, -4.9751, 2.6412)
H (5.3238, -2.6649, 3.2354)
H (3.0278, -1.0968, 3.7009)
N (-3.2121, -1.4867, -0.0599)
C (-4.2291, -2.3998, 0.2291)
C (-5.3172, -2.1192, -0.6206)
C (-4.9381, -1.1075, -1.4937)
C (-3.6445, -0.7163, -1.1561)
H (-2.2306, -1.6406, 0.1218)
H (-4.0501, -3.0828, 1.0463)
H (-6.2944, -2.5783, -0.5933)
H (-5.4518, -0.5756, -2.2808)
H (-3.0229, -0.0192, -1.6984)

***

Record 2
Below is a molecular structure, C28H38AlGeN2, with properties calculated with wB97M-V/def2-TZVPD.

**ΔE to the lowest compared entry with this formula, charge and spin**: 31.5 kJ/mol
**LUMO energy**: 2.711 eV
**E_HOMO**: -0.10702 Eh
**HOMO-LUMO gap**: 5.623 eV
**Energy**: -3518.72726 Ha
**Net charge**: -1

Positions of all 70 atoms, in Å:
Al (0.2478, 0.5639, 0.3750)
N (1.9316, -0.7327, 0.0458)
C (3.1213, -0.4214, 0.7451)
C (4.3147, -0.2904, 0.0469)
C (5.4802, 0.0818, 0.6965)
C (5.4525, 0.3256, 2.0601)
C (4.2626, 0.1912, 2.7581)
C (3.0753, -0.1833, 2.1297)
C (1.8121, -0.3312, 2.8994)
C (1.8692, -0.8752, 4.1866)
C (0.7190, -1.0472, 4.9358)
C (-0.5086, -0.6817, 4.3979)
C (-0.5587, -0.1425, 3.1227)
C (0.5820, 0.0634, 2.3322)
H (1.3168, -1.3827, 0.5392)
H (2.0832, -1.0638, -0.8979)
H (4.3271, -0.4789, -1.0215)
H (6.4015, 0.1843, 0.1374)
H (6.3562, 0.6277, 2.5749)
H (4.2436, 0.4073, 3.8187)
H (2.8219, -1.1956, 4.5942)
H (0.7737, -1.4824, 5.9267)
H (-1.4169, -0.8453, 4.9664)
H (-1.5260, 0.1054, 2.6962)
C (-0.3735, 2.2252, -3.0240)
Ge (1.1494, 2.8769, -1.9539)
C (2.7923, 2.1012, -2.7547)
C (1.2611, 4.8525, -2.1978)
C (1.0230, 2.3634, -0.0713)
H (-0.0976, 2.0767, -4.0697)
H (-1.2110, 2.9238, -2.9862)
H (-0.7028, 1.2703, -2.6052)
H (3.0417, 2.5919, -3.6971)
H (2.6387, 1.0380, -2.9541)
H (3.6436, 2.1993, -2.0780)
H (1.3342, 5.1095, -3.2568)
H (2.1323, 5.2617, -1.6829)
H (0.3682, 5.3312, -1.7916)
H (0.4153, 3.1276, 0.4303)
H (2.0292, 2.4474, 0.3569)
C (-0.6570, -3.8879, 0.8460)
C (-0.9103, -3.1834, -0.4903)
C (-0.8353, -4.1723, -1.6566)
C (-2.2098, -2.4105, -0.4762)
C (-3.4021, -3.1038, -0.4468)
C (-4.6255, -2.4475, -0.4360)
C (-4.6125, -1.0624, -0.4807)
C (-3.4457, -0.3076, -0.5123)
C (-3.6896, 1.1892, -0.7161)
C (-3.8145, 1.4764, -2.2204)
C (-2.7287, 2.2069, -0.1020)
C (-2.1620, -0.9624, -0.4626)
N (-0.9851, -0.3367, -0.4023)
H (0.3262, -4.3711, 0.8628)
H (-1.4126, -4.6570, 1.0268)
H (-0.7057, -3.1681, 1.6669)
H (-0.1304, -2.4383, -0.6351)
H (-1.6102, -4.9386, -1.5726)
H (0.1358, -4.6777, -1.6822)
H (-0.9789, -3.6459, -2.6020)
H (-3.3864, -4.1916, -0.4360)
H (-5.5586, -2.9974, -0.3998)
H (-5.5654, -0.5364, -0.4967)
H (-4.6698, 1.3891, -0.2675)
H (-2.8744, 1.2307, -2.7178)
H (-4.0373, 2.5337, -2.4027)
H (-4.6059, 0.8719, -2.6667)
H (-1.7904, 2.2307, -0.6506)
H (-2.5040, 1.9713, 0.9397)
H (-3.1804, 3.2038, -0.1404)

***

Record 3
Below is a molecular structure, C28H38AsCrN6O6S3, with properties calculated with wB97M-V/def2-TZVPD.

**ΔE to the lowest compared entry with this formula, charge and spin**: 0.0 kJ/mol
**LUMO energy (spin up / spin down)**: 2.007 / 1.988 eV
**E_HOMO (spin up / spin down)**: -0.17201 / -0.13329 Eh
**HOMO-LUMO gap (spin up / spin down)**: 6.688 / 5.615 eV
**Energy**: -6344.61006 Ha
**Net charge**: -1
**Multiplicity**: 3

Positions of all 83 atoms, in Å:
Cr (0.0828, 1.0184, 0.9768)
C (-2.3771, -1.5484, -1.3981)
C (-1.7755, -0.4568, -0.5732)
N (-0.5726, -0.5635, 0.0130)
O (0.0634, -1.8199, -0.1460)
C (-2.3836, 0.7852, -0.3862)
C (-3.7087, 1.2140, -0.9232)
N (-1.6111, 1.6360, 0.3401)
O (-2.0298, 2.7950, 0.7057)
H (-1.9788, -2.5223, -1.1234)
H (-2.1796, -1.3862, -2.4631)
H (-3.4609, -1.5641, -1.2767)
H (1.0224, -1.6012, -0.1137)
H (-3.7632, 1.1002, -2.0088)
H (-3.8455, 2.2664, -0.6808)
H (-4.5427, 0.6539, -0.4884)
O (1.7217, -0.0190, 1.6396)
N (2.6857, 0.5827, 2.3320)
C (3.7795, -0.1719, 2.5852)
C (4.8303, 0.3223, 3.3030)
C (4.7500, 1.6397, 3.7677)
C (3.6419, 2.3910, 3.4861)
C (2.5621, 1.8762, 2.7371)
S (1.1768, 2.7981, 2.3307)
H (3.7239, -1.1626, 2.1604)
H (5.6900, -0.3049, 3.4831)
H (5.5628, 2.0681, 4.3392)
H (3.5564, 3.4155, 3.8187)
S (2.9232, -1.2884, -1.5487)
C (2.2574, -1.4690, -3.1157)
N (2.9828, -1.1395, -4.1877)
C (2.5550, -1.2817, -5.5773)
C (1.0464, -1.2451, -5.6583)
C (0.4222, -2.1718, -4.6245)
N (1.0369, -1.9770, -3.3142)
H (3.8350, -0.6484, -3.9775)
H (2.9475, -2.2201, -5.9834)
H (2.9642, -0.4469, -6.1470)
H (0.7258, -1.5304, -6.6597)
H (0.7291, -0.2232, -5.4992)
H (0.5179, -3.2203, -4.9258)
H (-0.6424, -1.9579, -4.5231)
H (0.5085, -2.1779, -2.4741)
C (-2.6704, 1.3077, 3.5350)
As (-1.1150, 0.2907, 3.0066)
C (-0.1321, 0.1737, 4.6757)
C (-1.8407, -1.5223, 2.8065)
C (-2.4842, -2.0744, 4.0368)
C (-3.8286, -1.8320, 4.3141)
C (-4.4148, -2.3053, 5.4790)
C (-3.6660, -3.0350, 6.3916)
C (-2.3281, -3.2903, 6.1241)
C (-1.7457, -2.8146, 4.9588)
H (-3.0785, 0.9254, 4.4702)
H (-3.4097, 1.2546, 2.7370)
H (-2.3718, 2.3495, 3.6369)
H (-0.7594, -0.2274, 5.4709)
H (0.2022, 1.1791, 4.9312)
H (0.7415, -0.4630, 4.5350)
H (-1.0089, -2.1373, 2.4599)
H (-2.5442, -1.4438, 1.9750)
H (-4.4209, -1.2642, 3.6057)
H (-5.4612, -2.1051, 5.6722)
H (-4.1228, -3.4068, 7.2997)
H (-1.7345, -3.8644, 6.8247)
H (-0.7004, -3.0189, 4.7566)
N (1.3835, 1.6182, -0.6219)
C (1.1038, 2.0042, -1.9845)
C (1.8095, 3.0165, -2.6132)
C (1.6581, 3.2218, -3.9820)
C (0.7825, 2.4300, -4.7099)
C (-0.0026, 1.5028, -4.0445)
C (0.1694, 1.2688, -2.6967)
S (0.7557, 2.4491, -6.4979)
O (-0.6526, 2.3461, -6.8442)
O (1.4041, 3.6931, -6.8747)
O (1.5218, 1.2475, -6.8335)
H (2.0038, 2.3030, -0.1956)
H (1.9118, 0.7353, -0.6784)
H (2.5247, 3.6054, -2.0484)
H (2.2424, 3.9672, -4.5044)
H (-0.7467, 0.9552, -4.6081)
H (-0.4050, 0.5153, -2.1856)

***

> What is the net charge in the third record?

-1

***

> Number 1 is which compound?

C28H37N7

***

> What is the energy in the third record?

-6344.61006 Ha